No. 1
The following is a quantum chemistry calculation of a molecular structure, C47H65BrFeN2O2SSb2, from the Open Molecules 2025 dataset.

Last column: Mulliken charge in e.
Cartesian coordinates (Å):
C1 1.52 5.11 -4.83  1.7854
Sb1 -1.33 -2.24 -0.42  0.6864
N1 -5.48 3.09 0.90  -0.1860
H1 -4.36 -0.42 -5.30  0.4404
C2 -2.71 -2.68 1.17  -1.2673
H2 -5.00 3.94 1.22  0.3688
H3 -5.54 1.75 -0.71  0.3884
H4 1.74 4.85 2.15  0.5469
C3 0.82 -0.38 6.78  -0.7219
H5 3.96 -3.90 0.11  0.3379
O1 0.63 2.01 -0.24  -0.5163
C4 -1.73 -6.45 -1.49  -0.8044
H6 1.15 -3.88 -1.33  0.3499
H7 0.37 -0.40 7.76  0.4522
H8 -3.01 -4.88 -0.83  0.3276
S1 3.28 -0.89 0.87  0.1554
H9 -3.09 5.28 4.97  0.4707
C5 4.25 -1.01 -0.67  -0.0470
C6 -3.86 -2.08 -4.04  -0.8117
C7 -0.44 -6.83 -1.83  -0.5811
C8 1.97 -0.31 4.26  -0.5823
C9 1.03 4.16 -1.17  -0.5898
N2 -2.97 1.29 0.22  0.8272
H10 -4.58 3.52 4.08  0.6005
H11 -3.20 2.37 -1.52  0.1604
C10 1.23 4.85 -2.33  -0.4321
C11 -1.99 -5.15 -1.09  -0.5391
H12 -2.97 3.33 -0.08  0.2902
C12 -3.19 0.17 -3.59  -1.1377
H13 -1.26 5.19 -0.10  0.3844
C13 3.70 -2.43 1.70  -0.4301
H14 -1.59 -1.99 3.64  0.6481
H15 0.55 6.79 -5.77  0.4748
H16 -3.21 -3.56 -2.66  0.3061
H17 3.53 -0.80 -1.46  0.0175
C14 -3.86 -0.74 -4.39  -0.8001
H18 5.02 1.02 -0.61  0.2955
H19 1.14 6.80 1.05  0.4525
C15 5.39 -0.01 -0.63  -1.2119
H20 -2.53 -7.17 -1.54  0.4397
C16 -3.19 -1.68 2.22  -0.6912
C17 0.43 6.19 -4.86  -1.5173
H21 -4.36 -2.81 -4.66  0.4609
C18 -0.59 4.72 0.63  -1.1052
H22 0.32 2.86 4.09  0.4463
C19 1.46 4.30 -6.13  -2.0907
C20 -1.30 4.18 4.56  -0.7124
H23 -3.63 1.43 3.20  0.6881
C21 -3.48 2.45 -0.47  -0.1858
C22 0.34 -4.60 -1.37  -0.4126
H24 2.21 6.51 -0.32  0.4605
H25 -5.31 2.37 1.61  0.2107
C23 -2.56 -1.60 -2.05  0.5927
H26 -2.22 -3.51 1.68  0.4996
C24 0.60 -5.90 -1.77  -0.6900
C25 -3.21 -2.51 -2.89  -0.5467
H27 -0.88 3.68 0.76  -0.2058
C26 1.20 6.35 0.06  -2.2224
H28 -0.73 5.23 1.58  0.4485
O2 1.79 -1.07 0.48  -0.5538
H29 2.28 -3.66 0.64  0.0976
H30 2.99 6.40 -3.83  0.3626
H31 1.31 5.93 -2.30  0.5869
C27 3.32 -3.70 0.97  -1.1084
H32 6.03 -0.16 0.24  0.3465
C28 2.91 5.78 -4.72  -1.5186
C29 1.34 4.25 -3.60  -0.4324
C30 1.81 4.25 1.24  -1.5862
C31 -0.76 3.01 4.05  -0.6910
H33 1.55 3.23 1.49  0.0490
C32 -2.16 -1.15 3.22  -1.3131
H34 3.71 5.04 -4.70  0.3681
H35 6.01 -0.13 -1.52  0.4234
H36 -3.78 -0.88 1.77  0.1811
C33 -3.50 3.39 4.03  -0.9594
H37 -5.28 3.45 -1.15  0.4565
C34 -0.96 -4.21 -1.04  0.7898
C35 -4.99 2.66 -0.46  -1.1105
Sb2 -0.63 0.28 2.74  0.7500
C36 0.04 -0.11 5.67  -0.4849
H38 0.50 6.88 -0.58  0.3890
C37 1.32 2.84 -3.68  0.0671
H39 2.85 4.29 0.91  0.3551
H40 2.79 -0.82 7.50  0.4124
H41 3.18 -2.35 2.66  0.2732
C38 0.92 2.71 -1.26  0.6868
H42 1.52 4.98 -6.97  0.4360
C39 -2.95 2.23 3.51  -0.6144
C40 -1.58 2.02 3.50  0.4820
H43 1.60 -6.20 -2.03  0.4403
H44 -1.02 0.09 5.81  0.3169
H45 -3.36 0.41 -0.11  0.0205
C41 2.18 -0.62 6.63  -0.6034
H46 -3.14 1.21 -3.88  0.4722
H47 1.45 2.35 -4.64  0.6656
H48 0.52 3.75 -6.22  0.4550
C42 0.87 4.86 0.18  2.2034
H49 4.60 -2.03 -0.79  0.3937
H50 -3.91 -2.24 2.83  0.5721
H51 3.06 6.42 -5.59  0.4585
C43 -2.54 -0.26 -2.44  0.5618
H52 0.49 6.88 -4.02  0.3506
C44 2.76 -0.57 5.37  -0.6157
C45 0.61 -0.09 4.40  0.4851
H53 -6.48 3.29 0.89  0.4151
H54 -3.05 1.33 1.23  -0.8082
H55 3.42 -4.54 1.66  0.4719
C46 -2.67 4.38 4.55  -0.7492
H56 -2.68 -0.71 4.07  0.6432
H57 2.29 3.60 -6.22  0.3850
Fe1 0.23 0.06 0.00  2.4086
H58 -0.57 5.75 -4.88  0.3532
H59 2.44 -0.23 3.28  0.4990
H60 -3.58 -3.12 0.67  0.5857
H61 -0.64 4.92 4.99  0.5252
Br1 1.11 0.21 -2.62  -0.1215
H62 3.82 -0.73 5.26  0.4605
H63 -1.99 0.48 -1.86  -0.0137
H64 4.77 -2.34 1.91  0.5804
C47 1.13 2.11 -2.55  -0.3342
H65 -0.23 -7.84 -2.14  0.4068

Results
HOMO energy (alpha / beta) ... -15.00 / -15.34 eV
Lowest unoccupied orbital energy (alpha / beta) ... -6.79 / -9.56 eV
Relative energy (zero: lowest compared OMol25 entry of this formula, charge and spin) ... 39.7 kJ/mol
Energy ... -6805.4272 hartree
Multiplicity ... 6
Total charge ... +3

No. 2
The following is a quantum chemistry calculation of a molecular structure, C44H38InN10O4, from the Open Molecules 2025 dataset.

Last column: Mulliken charge in e.
Cartesian coordinates (Å):
C1 2.21 -0.79 -0.85  -0.5052
H1 -2.61 -5.46 -0.09  0.4278
C2 -4.23 0.31 -4.55  -0.9543
H2 6.83 0.07 3.30  0.4347
O1 -0.93 0.54 -2.94  -0.1315
C3 -1.07 -5.44 1.40  0.7690
H3 5.45 -1.62 4.48  0.5589
O2 -1.94 2.97 -1.46  -0.1815
C4 -1.89 6.54 -1.98  -0.4385
C5 -0.45 6.38 0.40  -0.6615
N1 3.42 -0.30 -1.11  1.1453
N2 -3.17 0.39 -1.07  -0.1395
O3 0.20 2.05 0.12  -0.4586
C6 -1.19 -2.78 0.05  -0.9144
C7 -1.91 0.50 -3.81  -0.5546
H4 -0.78 -2.00 -2.97  0.7459
C8 1.80 -4.40 3.54  0.5921
H5 -4.88 0.14 0.15  0.6387
H6 0.11 -5.83 5.07  0.5502
In1 -0.96 0.62 -0.89  2.4391
H7 3.67 2.92 2.79  0.4752
C9 -0.85 5.22 -0.25  -0.1861
C10 2.73 2.40 2.66  -0.6175
C11 2.04 2.54 1.48  -0.3013
C12 -3.86 0.52 0.20  -0.9955
N3 -1.11 -3.78 -1.90  -1.2427
H8 -3.89 1.59 0.46  0.2071
O4 2.47 -3.65 2.64  -0.1552
H9 2.78 1.51 4.63  0.4586
H10 0.61 0.38 4.34  0.4342
H11 -3.07 -1.28 1.03  0.0303
H12 6.50 0.49 0.90  0.4339
C13 -0.99 0.45 2.27  -0.4590
H13 -0.48 8.53 0.37  0.3974
H14 -2.05 -6.81 4.34  0.4197
H15 -2.42 3.05 -3.94  -0.1710
H16 5.44 -0.05 -1.19  0.4081
C14 -2.50 0.49 -6.18  -0.4798
H17 -4.92 0.41 -2.11  0.3437
C15 -1.56 0.57 -5.18  -0.5730
C16 -3.29 0.38 -3.50  1.4314
C17 -3.83 0.39 -2.17  -0.4055
H18 -1.71 4.67 -4.12  0.4581
C18 2.01 1.03 -1.89  -0.7994
C19 2.23 1.61 3.71  -0.8743
C20 -1.96 4.02 -2.09  0.4088
C21 6.09 -0.50 2.76  -0.7419
C22 0.81 1.87 1.26  0.6820
H19 -3.39 4.49 -3.61  0.4186
N4 1.29 0.02 -1.32  0.0236
N5 3.45 -3.52 4.59  -0.5128
C23 -1.51 7.69 -1.32  -0.7066
H20 -5.28 0.22 -4.30  0.3993
C24 -3.05 -0.21 1.26  -0.7057
C25 5.91 -0.27 1.40  -0.8680
C26 4.39 -2.18 2.71  -0.0267
C27 -0.78 7.62 -0.14  -0.4391
C28 -0.95 -2.49 -2.03  -0.8132
C29 -1.43 -6.27 3.63  -0.7089
N6 -1.69 0.29 1.20  -0.0666
C30 0.16 -4.94 1.81  -0.0544
C31 -2.39 4.06 -3.53  -0.9883
H21 -4.60 0.30 -6.66  0.4181
H22 2.01 -1.72 -0.34  0.4639
H23 -2.46 6.61 -2.89  0.3976
C32 3.49 -3.12 3.37  0.5266
H24 -1.24 -2.67 1.12  0.8733
H25 -2.82 -6.51 2.02  0.4173
H26 -2.19 0.55 -7.21  0.4414
C33 4.76 -0.80 -0.80  -1.1688
C34 -3.86 0.36 -5.87  -0.7803
C35 -1.57 5.29 -1.44  0.4275
C36 -1.86 -6.11 2.32  -0.9621
H27 -1.77 8.66 -1.73  0.3999
N7 2.36 -4.35 4.71  -0.4846
H28 3.56 -2.61 0.80  0.8410
C37 4.25 -1.98 1.34  0.0832
C38 0.57 -5.06 3.13  -0.0018
C39 5.33 -1.45 3.42  -1.0148
H29 2.43 3.14 0.68  0.5403
H30 -1.04 -6.00 -0.69  0.3406
C40 -0.22 -5.74 4.05  -0.9606
H31 -0.51 0.68 -5.40  0.4531
H32 -1.40 0.11 3.22  0.4595
H33 -0.59 4.25 0.15  0.3298
N8 -1.26 -3.96 -0.58  0.9178
H34 0.80 -4.43 1.10  0.6779
C41 4.98 -1.01 0.68  0.8465
H35 -3.49 -0.07 2.25  0.6859
N9 -0.98 -1.82 -0.84  -0.0183
H36 0.12 6.33 1.31  0.4424
H37 1.54 1.87 -2.37  0.6901
N10 3.30 0.86 -1.79  -1.0470
C42 -1.54 -5.28 -0.03  -0.8119
C43 0.30 1.07 2.33  0.3153
C44 1.02 0.97 3.54  -0.9136
H38 4.93 -1.73 -1.34  0.2749

Results
HOMO energy ... -10.42 eV
Lowest unoccupied orbital energy ... -2.35 eV
Relative energy (zero: lowest compared OMol25 entry of this formula, charge and spin) ... 11.8 kJ/mol
Energy ... -2738.0719 hartree
Total charge ... +1

No. 3
The following is a quantum chemistry calculation of a molecular structure, C32H21N9S3ScSe, from the Open Molecules 2025 dataset.

Last column: Mulliken charge in e.
Cartesian coordinates (Å):
H1 -1.12 -4.19 4.46  0.5651
N1 1.65 -2.68 -4.48  0.2126
H2 -2.98 4.75 -3.63  0.4042
C1 -4.78 -2.49 -1.84  -0.6186
N2 -0.86 1.62 -1.23  0.1878
C2 1.28 -1.36 -2.63  0.6808
H3 4.14 0.14 4.47  0.5622
C3 -1.59 -2.48 1.58  0.2718
C4 -4.40 -1.31 -1.21  -0.9444
C5 0.31 -1.72 2.65  0.0014
Sc1 -0.02 -0.02 -0.05  -0.0712
C6 -2.33 3.89 -3.65  -0.5332
C7 1.44 -0.78 2.66  -0.4861
H4 0.34 -3.98 -6.30  0.4296
Se1 2.40 -3.13 6.85  0.3021
C8 -1.84 -3.41 2.59  -1.2354
H5 -0.61 1.93 -5.81  0.4164
S1 2.02 -0.27 -1.48  -0.4495
C9 2.21 -1.75 4.79  0.9442
H6 -5.83 -2.77 -1.88  0.4233
H7 -4.11 -4.24 -2.89  0.4445
C10 0.92 -3.88 -4.24  0.9048
C11 -1.96 3.25 -2.48  0.9409
H8 -0.81 -6.14 -6.05  0.3934
C12 0.91 -4.51 -3.00  -0.3739
N3 1.98 -1.69 -3.71  -0.8384
C13 -0.34 -5.69 -5.19  -0.5385
N4 1.01 -3.48 5.79  -0.8393
H9 -2.11 3.88 -5.77  0.3901
S2 -1.31 1.77 1.36  -0.3843
C14 0.13 -2.63 3.69  0.2472
C15 -1.47 2.29 -0.28  0.4048
H10 -5.15 -0.66 -0.78  0.4576
N5 0.01 -1.82 -2.57  -0.6003
H11 -2.78 -0.02 -0.69  0.3103
C16 -3.82 -3.31 -2.41  -0.6824
C17 -0.99 2.29 -4.87  -0.8425
H12 1.41 -4.06 -2.15  0.4411
H13 0.26 -6.22 -1.91  0.4088
H14 -0.87 -7.27 -3.84  0.4220
C18 -3.06 -0.95 -1.16  0.4460
N6 3.02 -1.84 5.80  -0.8434
C19 0.27 -5.72 -2.87  -0.5200
C20 -0.62 1.65 -3.70  -0.1667
C21 2.52 0.97 1.62  -0.0378
C22 -0.37 -6.32 -3.96  -0.6621
H15 -2.71 -4.05 2.51  0.4978
N7 -0.74 -1.38 -1.63  0.7879
N8 -0.54 -1.66 1.60  0.5289
N9 1.53 0.08 1.64  0.2349
C23 -1.84 3.40 -4.84  -0.5069
H16 -2.26 -2.40 0.74  0.1741
C24 -0.97 -3.49 3.65  -0.5504
H17 4.28 1.76 2.55  0.4310
C25 -2.48 -2.97 -2.36  -0.0682
C26 2.37 -0.79 3.70  0.1024
C27 3.41 0.14 3.67  -0.4273
C28 -1.12 2.13 -2.50  -0.4612
S3 -2.42 3.62 -0.84  -0.2234
C29 3.49 1.03 2.62  -1.1566
C30 -2.10 -1.78 -1.74  -0.1184
H18 2.15 -2.66 -5.36  0.2598
H19 0.06 0.81 -3.71  0.3620
C31 0.31 -4.47 -5.34  -0.4594
H20 -1.72 -3.61 -2.80  0.1197
C32 1.09 -2.65 4.78  0.9899
H21 2.54 1.65 0.78  0.5384

Results
HOMO energy (alpha / beta) ... -10.18 / -10.06 eV
Lowest unoccupied orbital energy (alpha / beta) ... -3.86 / -3.79 eV
Relative energy (zero: lowest compared OMol25 entry of this formula, charge and spin) ... 23.8 kJ/mol
Energy ... -6081.5282 hartree
Total charge ... +1

- What is the relative energy (zero: lowest compared OMol25 entry of this formula, charge and spin) in the third record?
  23.8 kJ/mol

- Among the records above, which one has the highest relative energy (zero: lowest compared OMol25 entry of this formula, charge and spin)?
  C47H65BrFeN2O2SSb2

- The highest total charge belongs to which entry?
  C47H65BrFeN2O2SSb2

- Look up the total charge of the first one.
  +3